[1]
The following is a DFT calculation (ωB97M-V/def2-TZVPD) of a 2-piece molecular cluster, C2H4NO2S overall in a non-equilibrium geometry.

```
! wB97M-V def2-TZVPD RIJCOSX def2/J DEFGRID3
* xyz 1 1
C -0.25 2.18 0.68
C 0.92 -1.18 -0.37
N -0.27 1.08 0.37
O -1.03 -1.25 1.46
O -2.27 0.09 -1.51
S -0.76 -0.76 0.16
H 0.02 3.25 0.66
H 1.51 -0.44 0.27
H 1.19 -2.16 -0.35
H 0.96 -0.82 -1.38
*
```

calculated total energy = -18543.27142 eV
frontier orbital gap (spin up / spin down) = 8.92 / 8.98 eV
HOMO energy (spin up / spin down) = -15.628 / -15.507 eV
ΔE to the lowest compared entry with this formula, charge and spin = 132.8 kcal/mol
molar mass = 106.13 g/mol

---

[2]
The following is a DFT calculation (ωB97M-V/def2-TZVPD) of an isolated ion of composition C2H4NO2S2 and charge -1 in a non-equilibrium geometry.

```
! wB97M-V def2-TZVPD RIJCOSX def2/J DEFGRID3
* xyz -1 1
C 0.72 1.32 -0.17
C 0.74 -1.08 0.07
N -0.06 0.12 -0.11
O -2.39 -1.06 -0.17
O -2.44 1.33 0.22
S 2.28 1.41 -0.10
S -1.78 0.05 0.59
H 0.04 2.18 -0.39
H 1.49 -1.02 -0.78
H 1.14 -1.25 1.11
H 0.26 -1.99 -0.28
*
```

calculated total energy = -29395.20437 eV
frontier orbital gap = 7.57 eV
HOMO energy = -4.185 eV
ΔE to the lowest compared entry with this formula, charge and spin = 5.4 kcal/mol
molar mass = 138.19 g/mol

---

[3]
The following is a DFT calculation (ωB97M-V/def2-TZVPD) of an isolated ion of composition C2H4NO3 and charge -1 in a non-equilibrium geometry.

```
! wB97M-V def2-TZVPD RIJCOSX def2/J DEFGRID3
* xyz -1 1
N 1.25 0.11 -0.43
C -0.05 -0.08 -1.00
O -0.18 -0.26 -2.21
O -1.01 0.01 -0.12
C -0.63 -0.16 1.55
O 0.49 0.38 1.90
H 1.19 0.26 0.63
H 2.00 0.34 -1.10
H -0.73 -1.31 1.64
H -1.57 0.33 1.98
*
```

SMILES = NC(=O)OC[O-]
calculated total energy = -9772.44424 eV
frontier orbital gap = 8.83 eV
HOMO energy = -4.406 eV
ΔE to the lowest compared entry with this formula, charge and spin = 31.5 kcal/mol
molar mass = 90.06 g/mol

---

[4]
The following is a DFT calculation (ωB97M-V/def2-TZVPD) of C2H4NO3P as an isolated structure in a non-equilibrium geometry.

```
! wB97M-V def2-TZVPD RIJCOSX def2/J DEFGRID3
* xyz 0 1
C -1.03 -0.59 -0.56
C -0.68 0.85 -0.42
N 0.46 0.96 0.53
O -2.04 -0.92 -1.11
O 1.85 -1.13 1.51
O -0.04 -1.43 -0.14
P 1.25 -0.54 0.39
H -0.32 1.33 -1.44
H -1.41 1.49 0.05
H -0.15 0.47 1.99
H 2.11 -0.51 -0.80
*
```

calculated total energy = -19058.58679 eV
frontier orbital gap = 9.64 eV
HOMO energy = -10.869 eV
ΔE to the lowest compared entry with this formula, charge and spin = 70.7 kcal/mol
molar mass = 121.03 g/mol

---

[5]
The following is a DFT calculation (ωB97M-V/def2-TZVPD) of a 2-piece molecular cluster, C2H4NO3P overall in a non-equilibrium geometry.

```
! wB97M-V def2-TZVPD RIJCOSX def2/J DEFGRID3
* xyz 0 1
C 1.11 1.80 -0.56
P 1.23 0.27 -0.14
O 0.91 -0.01 1.41
O 2.02 -1.30 -0.20
H 1.59 2.03 -1.41
H 0.35 -0.79 1.55
H 1.78 -1.78 -0.94
N -2.81 0.28 0.25
C -1.87 -0.32 -0.18
O -0.90 -0.77 -0.68
H -3.41 0.60 0.91
*
```

SMILES = C#P(O)O.N=C=O
calculated total energy = -19056.71544 eV
frontier orbital gap = 8.92 eV
HOMO energy = -8.853 eV
ΔE to the lowest compared entry with this formula, charge and spin = 113.8 kcal/mol
molar mass = 121.03 g/mol

---

[6]
The following is a DFT calculation (ωB97M-V/def2-TZVPD) of an isolated ion of composition C2H4NO4 and charge -1 in a non-equilibrium geometry.

```
! wB97M-V def2-TZVPD RIJCOSX def2/J DEFGRID3
* xyz -1 1
N -0.63 -1.86 -0.77
O -0.73 -1.05 0.36
C -0.21 0.50 -0.08
O 0.84 0.41 -0.91
C 0.29 1.08 1.30
O 1.54 1.18 1.28
O -0.52 1.37 2.17
H 0.28 -1.67 -1.19
H -1.33 -1.53 -1.44
H -1.12 0.92 -0.51
H 1.58 0.65 -0.22
*
```

SMILES = NO[C@H](O)C(=O)[O-]
calculated total energy = -11818.74380 eV
frontier orbital gap = 8.81 eV
HOMO energy = -4.686 eV
ΔE to the lowest compared entry with this formula, charge and spin = 85.5 kcal/mol
molar mass = 106.06 g/mol

---

[7]
The following is a DFT calculation (ωB97M-V/def2-TZVPD) of a 2-piece molecular cluster, C2H4NO4 overall in a non-equilibrium geometry.

```
! wB97M-V def2-TZVPD RIJCOSX def2/J DEFGRID3
* xyz -1 1
C 1.21 -1.13 -0.70
C -1.14 1.67 0.61
N 0.11 -1.44 0.08
O 1.97 -2.02 -1.14
O 1.47 0.13 -0.88
O -1.90 0.64 0.50
O -0.05 1.85 0.09
H -1.62 2.38 1.44
H -0.31 -2.33 0.27
H 0.75 0.91 -0.64
H -0.48 -0.66 0.36
*
```

calculated total energy = -11821.80709 eV
frontier orbital gap = 9.57 eV
HOMO energy = -5.390 eV
ΔE to the lowest compared entry with this formula, charge and spin = 14.8 kcal/mol
molar mass = 106.06 g/mol

---

[8]
The following is a DFT calculation (ωB97M-V/def2-TZVPD) of a 2-piece molecular cluster, C2H4NO4P overall in a non-equilibrium geometry.

```
! wB97M-V def2-TZVPD RIJCOSX def2/J DEFGRID3
* xyz -2 1
C 1.28 -0.05 -0.33
C 0.82 -0.69 1.04
N 2.33 -0.65 -0.80
O -2.77 0.98 -1.72
O -2.48 -0.58 0.29
O -2.20 1.93 0.60
O 0.64 0.93 -0.75
P -2.39 0.77 -0.31
H 1.15 -0.01 1.86
H 1.31 -1.64 1.02
H -0.32 -0.86 0.80
H 2.63 -0.14 -1.70
*
```

calculated total energy = -21109.50695 eV
frontier orbital gap = 7.47 eV
HOMO energy = -0.435 eV
ΔE to the lowest compared entry with this formula, charge and spin = 1.8 kcal/mol
molar mass = 137.03 g/mol